DFT (ωB97M-V/def2-TZVPD) results for 10 unconnected molecules or ions with the total composition C20H60N4O10 at a distorted geometry.

Properties
- SMILES: NC(N)=O.NC(N)=O.CC(C)O.CC(C)O.CC(C)O.CC(C)O.CC(C)O.CO.CO.CO
- Multiplicity: 1
- Strongest force on any atom: 13.194 eV Å⁻¹
- Frontier orbital gap: 0.3274 Ha
- ΔE to the lowest compared entry with this formula, charge and spin: 1009.1 kJ/mol
- Electronic energy: -48139.931 eV
- LUMO level: 0.00279 Ha

CARTESIAN COORDINATES (ANGSTROEM)
H1 -1.60450 4.76416 1.10944
H2 0.21150 -1.73184 4.34044
C1 -0.28150 -3.25084 -0.43456
C2 -1.08750 3.07416 -3.05156
O1 3.39350 0.24916 -3.86856
C3 -3.32150 0.54616 -0.78356
H3 4.84750 -1.94784 -2.09756
H4 -0.82150 -1.33484 0.43844
H5 4.66450 -3.69484 2.61744
H6 -0.22250 -1.16584 -1.87656
C4 -0.49250 -0.98584 3.92444
H7 -1.43950 4.09716 -2.78656
H8 0.83150 1.32616 4.73444
H9 0.61450 -3.34284 -1.99456
N1 -0.95350 -0.63384 -2.22856
H10 -1.14450 -3.07884 -1.02556
H11 2.28650 -2.63384 0.90044
C5 2.09150 -0.09384 -3.62356
H12 -3.00350 -0.79684 -4.53856
H13 3.35850 -3.68984 3.85544
C6 -0.85750 -0.03384 4.94344
O2 0.73650 -2.91384 -1.13856
H14 -1.48750 1.34816 3.15644
O3 3.26150 -1.93084 -0.87956
C7 -0.39250 -2.27084 0.69844
H15 -1.45250 -0.01184 -1.59956
H16 5.24050 -1.32284 -0.51256
C8 -1.58950 -1.19684 -3.19556
H17 -3.59450 -0.47784 -0.72156
C9 -1.77150 2.89716 2.19244
H18 0.23650 0.56416 -3.16056
H19 0.11750 1.13816 6.39744
H20 3.51950 -0.41084 3.40744
H21 -1.24850 1.75816 -4.83756
H22 4.77450 -2.59684 4.06044
H23 4.03350 -2.05884 1.49644
H24 0.03650 -0.38284 3.18144
C10 -1.54750 3.56216 -5.39156
H25 -0.12750 -5.35084 -0.70756
N2 1.68350 -1.28984 -3.51656
H26 1.39450 1.74516 -3.47456
H27 2.65350 -2.00284 -1.63356
H28 0.58850 -1.94884 1.04544
C11 -1.73450 2.51516 -4.35356
H29 -1.26550 2.40916 -2.16956
H30 -3.87350 1.04416 -0.09256
H31 -1.03050 -2.67684 1.41644
H32 -2.71950 0.57816 -3.68756
H33 -3.71250 3.85016 2.11844
H34 -3.22450 3.14116 -3.58756
H35 -1.32750 -0.54084 5.75244
H36 -2.23950 1.22716 0.48644
O4 1.29650 1.41716 1.09844
C12 2.75750 -1.08384 3.03944
H37 1.10350 -0.09084 5.69944
H38 0.97250 -0.21484 -0.02156
H39 -1.25750 -1.46084 3.36144
H40 -1.47050 3.26516 3.17144
O5 -1.80650 0.78016 4.71744
N3 1.14850 0.76216 -3.46856
O6 -1.35050 1.71816 2.23144
H41 2.17250 -0.47484 2.30244
H42 2.31650 -2.04584 -3.72656
C13 -3.24750 2.91216 2.21844
O7 -2.08350 0.91516 -0.37556
H43 0.41950 1.70816 1.32244
O8 -2.91250 2.32516 -3.98756
H44 -1.32150 -4.96884 0.33044
H45 -0.44250 3.75416 -5.53056
C14 3.31750 -2.28684 2.29344
H46 -1.88650 3.17016 -6.26756
H47 0.63550 1.28216 -0.87556
H48 -2.02450 4.51516 -5.16956
H49 -3.50850 0.94716 -1.79756
C15 -1.23550 3.72616 1.04244
C16 1.32650 0.78316 -0.16156
H50 -3.60150 2.51216 3.17444
O9 2.55850 -3.03784 1.73144
C17 -0.28750 -4.69584 0.12344
H51 0.43050 -4.91484 1.02344
H52 -1.62150 3.31616 0.10844
C18 4.43950 -1.34184 -1.24956
C19 0.42550 0.62116 5.44944
H53 2.35550 0.62616 -0.56456
H54 -3.71150 2.53816 1.44044
H55 -2.23350 1.16016 5.50144
H56 -0.05650 3.23016 -3.21356
H57 2.17450 -1.35684 3.95644
N4 -2.47450 -0.42884 -3.78956
H58 -0.13350 3.82016 1.10344
O10 -1.19250 -2.39484 -3.74956
H59 4.19450 -0.32684 -1.65956
H60 0.75250 -1.58784 -3.43156
C20 4.05550 -3.12884 3.29544

Atoms 1-6, force components in eV/Å:
0.0 -0.4 0.1
-0.6 0.4 -0.4
-4.2 -1.3 4.8
0.6 -0.6 0.5
-5.8 -1.5 1.0
-1.4 0.4 -2.4